{
  "formula": "C54H53BrCsN9O",
  "method": "wB97M-V/def2-TZVPD",
  "symbols": ["Cs", "Br", "C", "C", "C", "C", "C", "C", "N", "C", "C", "C", "C", "C", "C", "N", "H", "H", "H", "H", "H", "H", "H", "H", "H", "C", "C", "C", "C", "C", "C", "C", "C", "C", "C", "C", "C", "N", "C", "C", "N", "C", "C", "C", "C", "C", "C", "C", "C", "C", "C", "C", "C", "C", "C", "C", "C", "C", "C", "C", "C", "C", "C", "H", "H", "H", "H", "H", "H", "H", "H", "H", "H", "H", "H", "H", "H", "H", "H", "H", "H", "H", "H", "H", "H", "H", "H", "H", "H", "H", "H", "H", "H", "H", "H", "H", "H", "H", "H", "H", "H", "H", "H", "O", "N", "C", "C", "N", "C", "N", "N", "C", "C", "N", "C", "H", "H", "H", "H"],
  "coordinates": [[2.11148, 1.19568, 2.17813], [-1.59865, -0.46368, 8.88881], [-0.27392, -0.41459, 7.51446], [-0.54220, -0.98264, 6.27544], [0.42748, -0.94477, 5.29000], [1.69048, -0.34948, 5.49851], [1.91200, 0.23224, 6.76449], [0.94202, 0.19626, 7.75951], [2.57182, -0.37408, 4.45051], [3.86070, -0.10359, 4.60181], [4.78449, -0.13213, 3.51880], [6.17750, 0.03338, 3.75933], [7.06850, -0.04104, 2.72161], [6.59785, -0.27859, 1.41849], [5.22689, -0.41518, 1.25839], [4.33529, -0.34974, 2.24643], [-1.50150, -1.44365, 6.08033], [0.23550, -1.38544, 4.31561], [2.84635, 0.74133, 6.96646], [1.12775, 0.65617, 8.72183], [4.29771, 0.06871, 5.58771], [6.51694, 0.21002, 4.77340], [8.12948, 0.08226, 2.90357], [7.26604, -0.33743, 0.57000], [4.81121, -0.59090, 0.26691], [1.57116, 2.93007, -3.45069], [2.61120, 1.87176, -3.06906], [2.77886, 1.82869, -1.54925], [2.31823, 0.50309, -3.67489], [3.10848, 0.07674, -4.74046], [2.94639, -1.16953, -5.33355], [1.99656, -2.03682, -4.81225], [1.18478, -1.66065, -3.74772], [0.20946, -2.65699, -3.13841], [0.86456, -4.01946, -2.88468], [-1.05738, -2.82649, -3.98390], [1.29341, -0.35466, -3.20496], [0.45738, -0.00347, -2.15157], [-0.78000, 0.38717, -2.34530], [-1.77239, 0.44526, -1.29851], [-1.57254, 0.02043, -0.06927], [-2.65056, -0.14893, 0.79793], [-3.51606, -1.25858, 0.63319], [-4.55654, -1.45461, 1.53502], [-4.75997, -0.59319, 2.60533], [-3.89811, 0.48103, 2.77355], [-2.85085, 0.72397, 1.88873], [-1.95505, 1.93229, 2.10688], [-2.75179, 3.23781, 2.09083], [-1.16227, 1.77875, 3.41224], [-3.32077, -2.22963, -0.52033], [-4.35845, -2.02362, -1.63013], [-3.33783, -3.68678, -0.05228], [-3.02795, 0.96835, -1.90881], [-4.27522, 1.26973, -1.43243], [-5.26128, 1.75430, -2.34519], [-5.01435, 1.92950, -3.68043], [-3.72113, 1.62835, -4.20054], [-3.28325, 1.75137, -5.55102], [-1.99542, 1.41911, -5.87406], [-1.05119, 0.95036, -4.91098], [-1.44744, 0.82268, -3.60799], [-2.78380, 1.16515, -3.28996], [1.83465, 3.89438, -3.00353], [0.57920, 2.64704, -3.08777], [1.51337, 3.05549, -4.53641], [3.56705, 2.18016, -3.50172], [1.80499, 1.61422, -1.11162], [3.14399, 2.78397, -1.16274], [3.47108, 1.03466, -1.25018], [3.88114, 0.74715, -5.10908], [3.57448, -1.46821, -6.16548], [1.89410, -3.03450, -5.23254], [-0.08137, -2.24867, -2.16953], [1.02388, -4.57318, -3.81837], [0.22284, -4.62935, -2.24013], [1.82957, -3.90172, -2.38423], [-0.79593, -3.14096, -5.00155], [-1.61745, -1.89169, -4.05417], [-1.71623, -3.58841, -3.54850], [-5.22433, -2.30108, 1.40065], [-5.57678, -0.75859, 3.29956], [-4.05219, 1.15972, 3.61016], [-1.23974, 1.97146, 1.28586], [-3.43229, 3.29145, 2.95002], [-3.34811, 3.32442, 1.17677], [-2.07384, 4.09630, 2.14297], [-1.83125, 1.66986, 4.27017], [-0.51356, 2.64332, 3.58423], [-0.54286, 0.88151, 3.35138], [-2.33723, -2.02526, -0.94273], [-5.37191, -2.11612, -1.22358], [-4.23609, -2.77294, -2.41998], [-4.26523, -1.03409, -2.08107], [-4.34208, -3.99797, 0.25414], [-2.66726, -3.83307, 0.79607], [-3.02034, -4.34728, -0.86625], [-4.52651, 1.13652, -0.38702], [-6.24926, 1.99020, -1.96195], [-5.79606, 2.29799, -4.33914], [-3.96468, 2.11097, -6.31601], [-1.67402, 1.51986, -6.90528], [-0.04335, 0.69959, -5.22065], [1.63790, 3.54140, 2.40500], [2.33547, 3.95432, 1.45171], [2.17363, 5.21485, 1.09189], [1.26946, 6.10726, 1.76939], [0.55422, 6.85263, 2.27856], [2.95309, 5.70967, -0.01311], [3.57512, 6.13331, -0.88607], [1.99675, -4.23760, 1.43040], [0.69264, -4.05858, 1.00457], [0.59993, -2.73415, 0.68785], [1.80953, -2.10834, 0.90987], [2.62215, -3.02728, 1.35789], [2.39719, -5.09252, 1.76202], [-0.01684, -4.86995, 0.96742], [-0.24884, -2.16861, 0.31882], [3.64807, -2.86523, 1.66743]],
  "forces_ev_per_a": [[-0.7301, -2.3013, -1.3092], [0.0118, -0.0028, -0.0172], [0.0114, 0.0001, -0.0116], [0.1068, 0.0043, -0.1507], [-0.1680, -0.0831, 0.0151], [0.1487, -0.0241, 0.0145], [-0.0107, 0.0522, 0.1731], [0.1323, 0.0316, -0.1083], [-0.0226, -0.4535, 0.3865], [0.1038, -0.1255, 0.1141], [0.0679, -0.0990, 0.1072], [0.0640, 0.0367, -0.0560], [-0.0669, -0.0003, 0.0569], [-0.0913, 0.0181, 0.0164], [0.0083, 0.0054, 0.1880], [1.0872, -0.6655, -0.0328], [0.0015, -0.0002, -0.0128], [0.0079, 0.0275, 0.0809], [-0.0329, -0.0031, 0.0081], [0.0308, 0.0061, -0.0087], [0.0491, 0.0442, 0.0343], [0.0164, 0.0080, 0.0028], [0.0275, 0.0061, 0.0266], [-0.0190, -0.0004, 0.0061], [-0.0246, 0.0027, 0.0403], [-0.0478, -0.0125, -0.0031], [-0.0710, -0.0781, 0.0060], [-0.0634, -0.0757, -0.0469], [0.0035, -0.0316, 0.0028], [-0.0285, -0.0130, 0.0254], [-0.0586, 0.0565, 0.0893], [0.0188, 0.0272, 0.0074], [-0.0366, 0.0617, 0.0275], [0.0204, -0.0136, -0.0380], [0.0163, -0.0006, -0.0129], [0.0063, 0.0080, 0.0005], [-0.0036, -0.0010, -0.1128], [-0.0634, -0.0226, -0.0012], [0.1008, -0.0101, -0.2117], [-0.3333, 0.0090, -0.0025], [0.1194, 0.1380, 0.0724], [-0.1293, -0.0593, -0.0340], [-0.0242, 0.0304, 0.0473], [0.0313, 0.0330, -0.0025], [0.0466, 0.0196, -0.0823], [-0.0181, 0.0422, -0.0039], [0.0210, 0.0033, -0.0099], [-0.0105, -0.0851, 0.1267], [-0.0152, 0.0873, 0.0452], [-0.0323, 0.0626, -0.1947], [-0.0668, -0.0289, 0.0204], [-0.0046, -0.0248, -0.0697], [0.0014, -0.0309, -0.0214], [0.2052, 0.1565, 0.1258], [-0.2338, 0.3166, -0.0126], [0.0915, -0.0531, 0.2194], [0.0604, -0.0208, -0.1117], [-0.0603, 0.0060, -0.0169], [-0.0672, 0.0122, 0.0775], [0.1865, -0.0495, 0.0619], [0.0111, -0.0019, -0.2418], [0.0677, -0.0697, 0.0729], [0.0953, -0.0166, 0.1169], [-0.0057, -0.0724, -0.0443], [0.0936, 0.0361, -0.0156], [-0.0244, -0.0143, 0.0518], [0.0483, 0.0520, -0.0255], [0.0536, -0.0322, 0.2066], [-0.0124, -0.0501, -0.0762], [-0.0544, 0.0617, 0.0003], [-0.0409, -0.0266, 0.0234], [-0.0191, -0.0001, 0.0195], [-0.0025, 0.0678, 0.0298], [0.0060, 0.0202, 0.0274], [0.0081, 0.0561, 0.0773], [0.0299, 0.0358, -0.0661], [-0.0740, -0.0112, -0.0145], [-0.0375, -0.0012, 0.0610], [0.0280, -0.0215, -0.0059], [0.0604, 0.0729, -0.0245], [0.0288, 0.0314, -0.0031], [0.0376, -0.0013, -0.0201], [0.0390, -0.0712, -0.0844], [0.0133, -0.0688, -0.0925], [0.0557, 0.0174, -0.1092], [0.0527, -0.0134, 0.0727], [-0.0692, -0.0796, 0.0176], [0.0341, -0.0187, -0.0024], [-0.0485, -0.0589, -0.0404], [-0.1125, 0.0121, 0.1860], [0.0683, -0.0273, -0.0383], [0.0248, -0.0172, -0.0253], [0.0100, 0.0076, 0.0607], [-0.0909, -0.3235, 0.0409], [0.0558, 0.0095, -0.0103], [0.0293, -0.0137, 0.0098], [-0.0279, 0.0301, 0.0457], [-0.0613, 0.0379, -0.0669], [0.0561, -0.0234, 0.0238], [0.0698, -0.0250, 0.0280], [0.0088, -0.0213, 0.0466], [0.0305, -0.0180, 0.0259], [-0.0476, 0.0287, -0.0392], [-0.8014, 2.8071, 0.7238], [0.1513, 0.3466, -0.3207], [0.1533, 0.5376, -0.3266], [0.2032, -0.2017, -0.2665], [0.0060, 0.0045, 0.0468], [-0.2674, -0.1456, 0.4351], [-0.0081, -0.0075, -0.0153], [-0.0846, 0.0720, -0.0539], [0.1839, 0.1056, 0.0367], [0.0772, 0.0972, -0.0389], [-0.0527, 0.0648, 0.0085], [-0.2557, -0.0224, -0.0119], [0.0607, -0.0798, 0.0432], [0.0532, 0.0740, 0.0119], [0.1250, -0.0379, 0.0437], [-0.2020, -0.0350, -0.0446]],
  "mulliken_charge": [1.662, -0.280, 0.122, -0.558, -0.180, 0.190, -0.492, -0.715, -0.185, -0.358, 0.416, -1.165, -0.236, -1.090, -0.321, 0.136, 0.437, 0.606, 0.265, 0.370, 0.106, 0.349, 0.381, 0.398, 0.478, -1.161, 0.483, -1.024, 0.774, -0.923, -1.349, -0.219, 0.576, 2.242, -1.836, -1.344, -0.568, 0.062, 0.030, -0.594, -0.116, -0.468, 0.848, -0.350, -1.658, -0.064, 0.469, 1.084, -1.778, -0.970, 2.394, -1.401, -1.839, 0.361, 0.764, -1.223, -0.896, 1.066, -0.905, -1.165, 0.580, 0.634, -1.391, 0.506, -0.011, 0.302, 0.580, -0.064, 0.378, 0.120, 0.368, 0.362, 0.283, -1.151, 0.425, 0.361, 0.388, 0.398, 0.188, 0.360, 0.289, 0.371, 0.307, 0.070, 0.309, 0.336, 0.456, 0.359, 0.402, -0.431, -1.169, 0.309, 0.462, 0.110, 0.406, 0.385, 0.371, 0.587, 0.392, 0.365, 0.369, 0.395, 0.555, -0.617, -0.110, 0.542, 0.250, -0.571, -0.077, -0.578, -0.049, -0.704, -0.223, 0.196, -0.802, 0.174, 0.483, 0.366, 0.460],
  "total_charge": -2,
  "orbital_gap_ev": [4.572, 4.491],
  "homo_energy_ev": [-1.06, -1.00],
  "largest_force_ev_per_a": 3.01,
  "molar_mass_da": 1056.89,
  "spin_multiplicity": 1,
  "total_energy_ha": -5251.7517,
  "relative_energy_ev": 0.657
}